# 1
Entry from the OMol25 dataset: a structure of composition C33H48P2Tm in a non-equilibrium geometry (the ωB97M-V functional and the def2-TZVPD basis).

Calculated values
maximum force: 4.1 eV/A
LUMO energy (spin up / spin down): -3.139 / -3.119 eV
Kohn-Sham gap (spin up / spin down): 4.53 / 4.56 eV
total energy: -3053.72456 a.u.
expectation value of S²: 2.003
energy relative to the best compared isomer or geometry (same formula, charge and spin): 3.8481 eV

Structure (ORCA input):
```
! wB97M-V def2-TZVPD RIJCOSX def2/J DEFGRID3
* xyz 1 3
Tm -1.1298 0.3328 1.7459
C 0.8361 0.4576 -0.1449
C -0.1492 1.3632 -0.6375
C 0.5661 2.1661 1.4246
C 1.3088 0.9760 1.1043
C -0.3040 2.4283 0.3080
C 1.5004 -0.6156 -0.9255
H 0.9304 -0.8817 -1.8193
H 1.6204 -1.5121 -0.3114
H 2.4976 -0.2957 -1.2572
C 2.5784 0.5948 1.7512
H 2.9126 -0.3798 1.3877
H 2.4472 0.5158 2.8332
H 3.3695 1.3377 1.5543
C 0.8938 3.0759 2.5567
H 1.9087 3.5057 2.4686
H 0.8723 2.5424 3.5163
H 0.1698 3.8965 2.6458
C -0.9261 3.7253 -0.0381
H -0.2417 4.3306 -0.6524
H -1.1908 4.2902 0.8519
H -1.8298 3.6008 -0.6362
C -0.6901 1.3895 -2.0251
H -0.1938 2.1674 -2.6324
H -1.7661 1.6153 -2.0388
H -0.5416 0.4350 -2.5453
C -1.8088 -4.4553 -2.0895
C -2.5461 -4.2572 -3.1926
C -3.8726 -3.5698 -3.3688
C -4.6870 -3.3983 -2.0636
C -4.2597 -2.1453 -1.2783
C -2.9454 -1.6964 -1.7154
C -1.7546 -2.1669 -1.0095
C -1.9086 -3.7072 -0.7925
H -4.4459 -4.1846 -4.0831
H -4.5902 -4.2976 -1.4463
H -3.7077 -2.5846 -3.8399
H -2.8675 -3.8787 -0.2917
H -1.0387 -5.2560 -2.0844
H -2.1721 -4.7072 -4.1236
H -1.1605 -4.0259 -0.0638
H -0.9092 -1.9277 -1.6643
H -2.8890 -0.6975 -2.1655
H -1.4837 -1.6885 -0.0099
H -5.7557 -3.3399 -2.3245
H -5.0257 -1.3733 -1.5158
P -4.5186 -2.2060 0.6936
C -4.3037 -3.7570 1.6019
C -6.3499 -2.0008 0.5302
P -3.3072 0.5722 0.6118
C -4.0180 -0.8290 1.6622
C -4.6510 1.0804 -0.5429
C -3.2416 1.9668 1.7934
H -3.2619 -3.9392 1.9188
H -4.6608 -4.5989 0.9893
H -4.9432 -3.7092 2.5036
H -6.8605 -2.4584 1.3893
H -6.7436 -2.4851 -0.3835
H -6.5854 -0.9265 0.4603
H -4.1430 1.8073 2.3923
H -3.2619 2.8652 1.1572
H -2.3624 1.9923 2.4843
H -3.3487 -1.2076 2.4634
H -4.9255 -0.4344 2.1458
H -4.5399 2.1699 -0.7021
H -5.6551 0.8779 -0.1307
H -4.5702 0.5869 -1.5300
C 0.8701 0.7330 5.5137
C -0.4250 0.8392 5.0020
C -0.9356 -0.1491 4.1413
C -0.0234 -1.1475 3.6005
C -0.2925 -1.7516 2.3407
C 0.5745 -2.7082 1.8697
C 1.7521 -3.0255 2.5813
C 2.1179 -2.3283 3.7184
C 1.2719 -1.3060 4.2342
C 1.6954 -0.3240 5.1660
H 1.2310 1.4489 6.2485
H -1.0573 1.6801 5.2935
H -2.0331 -0.2857 4.0116
H 0.3870 -3.2390 0.9442
H 2.4086 -3.8249 2.2283
H 3.0829 -2.5002 4.2184
H 2.6935 -0.4257 5.6071
*
```


# 2
Entry from the OMol25 dataset: a cluster of 2 separate species, C5H12OSi in total in a non-equilibrium geometry (the ωB97M-V functional and the def2-TZVPD basis).

Calculated values
maximum force: 2.7 eV/A
LUMO energy: 0.776 eV
Kohn-Sham gap: 10.26 eV
total energy: -562.33234 a.u.
SMILES: CO[SiH3].C=C=CC
energy relative to the best compared isomer or geometry (same formula, charge and spin): 3.4617 eV

Structure (ORCA input):
```
! wB97M-V def2-TZVPD RIJCOSX def2/J DEFGRID3
* xyz 0 1
C -2.1266 -2.1470 0.4828
O -2.6298 -1.3295 -0.5515
Si -2.6917 0.1787 -1.1534
H -1.7661 -3.1200 0.0999
H -2.8497 -2.1994 1.3177
H -1.2366 -1.7049 1.0369
H -2.8452 1.0652 0.1138
H -3.9298 0.0063 -2.0046
H -1.6755 0.2732 -2.1306
C 2.2617 -0.0338 2.2275
C 2.0858 0.3234 0.9824
C 1.9297 0.6290 -0.2809
C 2.1767 1.9268 -0.9724
H 3.1895 -0.4250 2.5744
H 1.4307 0.1267 2.8310
H 1.5710 -0.2306 -0.9046
H 1.3731 2.4238 -1.5556
H 2.8677 2.5197 -0.2860
H 2.8651 1.7174 -1.8270
*
```